Record 1
ORCA calculation (ωB97M-V/def2-TZVPD) on C3H7FeO2 as an isolated structure.

CARTESIAN COORDINATES (ANGSTROEM)
C1 -0.037 1.258 -0.234
O1 -1.049 0.890 0.740
C2 -1.566 -0.311 0.658
C3 -1.462 -1.178 -0.393
H1 2.453 0.791 0.569
H2 -0.621 1.649 -1.087
H3 0.613 2.127 -0.087
H4 -1.983 -0.643 1.614
H5 -1.329 -0.818 -1.418
H6 -1.814 -2.197 -0.240
Fe1 0.884 -0.806 -0.521
O2 2.509 -0.269 0.341
H7 3.402 -0.493 0.059

Results
Expectation value of S²: 8.760
Lowest unoccupied orbital energy (spin up / spin down), eV: -9.98 / -13.00
Highest occupied orbital energy (spin up / spin down), eV: -19.7 / -19.7
Charge: +2
E, eV: -41682.901
2S+1: 6

Record 2
ORCA calculation (ωB97M-V/def2-TZVPD) on an isolated ion of composition C3H7IN and charge +1.

CARTESIAN COORDINATES (ANGSTROEM)
C1 1.133 -0.760 -0.219
C2 -2.903 -0.659 -0.330
C3 2.317 1.292 -0.104
N1 2.121 -0.054 -0.168
I1 -1.160 0.487 0.172
H1 0.919 -1.776 -0.249
H2 -3.739 -0.241 0.161
H3 -2.637 -1.699 0.067
H4 3.305 1.373 0.508
H5 2.423 1.966 -1.036
H6 1.364 1.712 0.371
H7 -3.019 -0.680 -1.400

Results
Relative energy (zero: lowest compared OMol25 entry of this formula, charge and spin), kcal/mol: 73.3
Lowest unoccupied orbital energy, eV: -5.40
Highest occupied orbital energy, eV: -14.5
Charge: +1
E, eV: -12805.311

Record 3
ORCA calculation (ωB97M-V/def2-TZVPD) on an isolated ion of composition C3H7IN and charge +1.

CARTESIAN COORDINATES (ANGSTROEM)
N1 0.367 1.349 -0.302
C1 -0.086 0.477 0.756
I1 -0.536 1.472 2.529
C2 -1.002 -0.662 0.385
C3 0.418 -1.067 0.711
H1 0.093 2.264 -0.065
H2 -0.067 1.188 -1.269
H3 1.373 1.468 -0.431
H4 -1.434 -0.601 -0.708
H5 -1.812 -1.091 1.013
H6 0.458 -1.569 1.693
H7 0.960 -1.225 -0.218

Results
Relative energy (zero: lowest compared OMol25 entry of this formula, charge and spin), kcal/mol: 46.7
Lowest unoccupied orbital energy, eV: -3.81
Highest occupied orbital energy, eV: -13.7
Charge: +1
Structure (SMILES): [NH3+]C1(I)CC1
E, eV: -12806.464

Record 4
ORCA calculation (ωB97M-V/def2-TZVPD) on a 2-piece molecular cluster, C3H7IN2 overall.

CARTESIAN COORDINATES (ANGSTROEM)
C1 -0.834 -1.580 0.263
C2 0.166 -1.461 -0.592
I1 0.188 -1.251 -2.599
H1 -1.787 -1.551 -0.135
H2 -0.717 -1.712 1.380
H3 1.027 -1.512 -0.066
C3 1.335 0.977 0.113
N1 0.254 1.445 -0.345
N2 -0.819 1.850 0.419
H4 1.532 0.764 1.140
H5 2.160 0.647 -0.472
H6 -1.088 1.321 1.233
H7 -1.416 2.064 -0.340

Results
Relative energy (zero: lowest compared OMol25 entry of this formula, charge and spin), kcal/mol: 77.8
Lowest unoccupied orbital energy, eV: 0.69
Highest occupied orbital energy, eV: -9.0
Charge: 0
Structure (SMILES): C=CI.C=NN
E, eV: -14301.957

Which of these has the highest E? number 2